Below is C18H51AsCl6F6O18P3 as an isolated structure, with properties calculated with the ωB97M-V functional and the def2-TZVPD basis.

Structure (XYZ):
```
103
Properties=species:S:1:pos:R:3
As -0.508 0.130 -0.557
F 0.532 -0.162 0.879
F -1.264 -1.457 -0.251
F -1.482 0.485 -2.066
F 0.289 1.713 -0.790
F 0.688 -0.711 -1.587
F -1.802 0.825 0.433
C 1.816 3.718 0.821
O 2.961 4.230 1.389
P 2.943 5.404 2.506
O 1.984 6.501 2.302
O 2.716 4.603 3.901
C 1.431 4.033 4.098
O 4.524 5.862 2.728
C 5.044 7.076 2.168
H 1.773 3.584 -0.260
H 0.896 4.225 1.112
H 1.660 2.698 1.174
H 0.591 4.627 3.737
H 1.278 3.910 5.170
H 1.342 3.032 3.677
H 5.816 6.942 1.411
H 5.579 7.576 2.976
H 4.298 7.786 1.809
C -2.089 -6.740 -5.420
O -2.316 -5.595 -4.685
P -3.462 -5.558 -3.496
O -4.769 -6.121 -3.888
O -2.764 -6.351 -2.254
C -3.131 -6.368 -0.856
O -3.484 -3.998 -3.008
C -2.273 -3.219 -2.759
H -1.027 -6.980 -5.366
H -2.578 -6.746 -6.393
H -2.546 -7.542 -4.840
H -4.116 -5.924 -0.711
H -2.519 -5.645 -0.316
H -3.020 -7.363 -0.425
H -2.614 -2.225 -3.048
H -1.425 -3.491 -3.388
H -1.977 -3.279 -1.712
C 3.041 -0.163 3.180
O 4.052 0.695 2.662
P 5.299 -0.063 1.921
O 6.236 -0.798 2.844
O 6.014 1.199 1.077
C 6.847 2.137 1.842
O 4.581 -0.976 0.790
C 3.709 -0.395 -0.173
H 2.098 -0.054 2.645
H 2.768 0.162 4.183
H 3.283 -1.225 3.237
H 6.619 2.229 2.904
H 6.716 3.151 1.462
H 7.908 1.911 1.739
H 3.773 0.680 -0.006
H 2.682 -0.752 -0.104
H 3.937 -0.687 -1.198
C -2.803 5.168 -1.713
C -2.351 3.756 -1.567
O -2.861 2.816 -2.484
O -2.231 5.792 -2.770
H -2.547 5.766 -0.838
H -3.888 5.095 -1.776
H -2.704 3.321 -0.632
H -1.264 3.708 -1.499
H -2.277 2.075 -2.308
H -1.275 5.703 -2.735
C -5.709 -2.769 1.228
C -4.217 -2.479 1.416
O -3.908 -2.020 2.684
O -6.126 -3.982 1.952
H -6.071 -2.768 0.199
H -6.388 -2.016 1.627
H -3.839 -1.762 0.688
H -3.682 -3.413 1.242
H -4.235 -2.627 3.353
H -7.048 -4.114 1.718
C 2.432 -0.300 -4.035
C 1.209 -0.593 -4.920
O 1.448 -1.689 -5.757
O 2.281 0.715 -3.067
H 3.346 0.019 -4.537
H 2.730 -1.254 -3.600
H 1.041 0.210 -5.638
H 0.275 -0.675 -4.364
H 0.814 -1.680 -6.478
H 1.744 0.367 -2.351
C -1.159 -0.567 3.613
Cl 0.044 -1.598 4.424
Cl -0.610 1.091 3.491
H -1.223 -0.870 2.568
H -2.125 -0.649 4.110
C -4.016 1.822 2.336
Cl -5.010 1.990 3.747
Cl -3.130 3.296 1.946
H -3.313 1.001 2.476
H -4.565 1.544 1.435
C 1.349 -3.475 0.633
Cl 0.275 -4.887 0.337
Cl 2.665 -3.787 1.846
H 1.663 -3.076 -0.331
H 0.700 -2.741 1.111
```

The value obtained for the lowest unoccupied orbital energy (spin up / spin down) is 3.694 / 3.684 eV. For the orbital gap (spin up / spin down), the calculation gives 2.48 / 8.23 eV. As for the HOMO energy (spin up / spin down): 0.04444 / -0.16706 hartree. The value obtained for the total energy is -236501.421 eV. The net charge is -2. Its spin multiplicity is 2. As for the expectation value of S²: 0.752.



Below is C18H52AsCl4F6O20P4 as an isolated structure, with properties calculated with the ωB97M-V functional and the def2-TZVPD basis.

Structure (XYZ):
```
105
Properties=species:S:1:pos:R:3
As -2.634 -1.528 1.309
F -2.242 -0.649 2.782
F -1.646 -0.546 0.237
F -2.990 -2.567 -0.115
F -3.735 -2.506 2.225
F -3.948 -0.317 1.014
F -1.254 -2.652 1.722
C 4.747 -2.438 -7.156
O 5.191 -3.042 -5.921
P 5.182 -2.234 -4.548
O 4.194 -1.108 -4.429
O 5.049 -3.396 -3.409
C 4.269 -3.117 -2.250
O 6.724 -1.766 -4.392
C 7.058 -1.075 -3.248
H 3.894 -2.978 -7.567
H 5.456 -2.691 -7.944
H 4.530 -1.370 -7.127
H 4.845 -3.063 -1.326
H 3.611 -3.984 -2.197
H 3.711 -2.181 -2.239
H 7.862 -1.490 -2.640
H 6.183 -1.021 -2.600
H 7.499 -0.098 -3.444
C 7.092 4.595 2.057
O 7.316 5.377 0.924
P 6.083 5.954 0.075
O 5.413 7.190 0.642
O 6.751 6.154 -1.399
C 7.140 7.423 -1.814
O 5.263 4.550 -0.116
C 4.488 4.381 -1.248
H 7.548 5.007 2.958
H 7.624 3.667 1.844
H 6.106 4.146 2.171
H 6.386 8.199 -1.946
H 7.640 7.421 -2.783
H 7.989 7.683 -1.183
H 5.023 3.813 -2.009
H 4.141 5.284 -1.749
H 3.558 3.930 -0.902
C 2.679 1.101 5.536
O 3.401 2.181 6.004
P 2.843 3.109 7.171
O 2.927 2.557 8.552
O 1.379 3.591 6.694
C 1.189 4.340 5.558
O 3.765 4.457 6.957
C 5.013 4.567 7.764
H 2.617 1.011 4.452
H 1.715 0.950 6.022
H 3.368 0.287 5.759
H 2.134 4.481 5.032
H 0.653 5.284 5.649
H 0.714 3.671 4.840
H 5.899 4.136 7.297
H 5.007 3.932 8.650
H 5.244 5.544 8.187
C 1.634 -9.578 -5.183
O 0.338 -9.938 -5.159
P -0.701 -8.829 -4.521
O -2.078 -9.271 -4.528
O -0.433 -7.521 -5.440
C -0.865 -6.262 -5.083
O -0.024 -8.387 -3.075
C -0.394 -9.065 -1.826
H 1.782 -8.512 -5.015
H 2.000 -9.811 -6.183
H 2.186 -10.015 -4.351
H -0.026 -5.626 -4.801
H -1.531 -6.249 -4.220
H -1.468 -5.760 -5.839
H -1.330 -9.616 -1.736
H -0.469 -8.375 -0.986
H 0.306 -9.866 -1.591
C -9.684 4.139 -1.484
C -8.933 3.070 -0.611
O -8.121 2.191 -1.370
O -10.853 4.727 -0.876
H -10.150 3.671 -2.351
H -9.118 4.949 -1.942
H -9.697 2.408 -0.205
H -8.653 3.403 0.388
H -7.493 1.747 -0.796
H -10.712 5.663 -0.715
C -9.705 -1.913 3.002
C -11.237 -1.797 2.945
O -11.886 -1.002 3.947
O -9.188 -3.116 3.443
H -9.507 -1.168 3.773
H -9.356 -1.704 1.991
H -11.665 -2.782 3.131
H -11.643 -1.503 1.977
H -11.705 -1.386 4.808
H -8.253 -3.234 3.263
C -5.155 3.079 6.831
Cl -6.313 1.870 7.339
Cl -4.686 4.070 8.258
H -4.211 2.635 6.516
H -5.630 3.724 6.092
C -0.549 1.765 -5.935
Cl -1.788 3.001 -6.297
Cl -0.376 0.397 -7.150
H 0.436 2.229 -5.889
H -0.761 1.392 -4.934
```

The value obtained for the lowest unoccupied orbital energy is 1.579 eV. For the orbital gap, the calculation gives 10.02 eV. As for the HOMO energy: -0.31029 hartree. The value obtained for the total energy is -224857.457 eV. The net charge is -1. Its relative energy (zero: lowest compared OMol25 entry of this formula, charge and spin) is 141.6 kcal/mol.